Here is C48H49BrN5NaO5 as an isolated structure from the Open Molecules 2025 dataset. Energies are from ωB97M-V with the def2-TZVPD basis set.

Structure (XYZ):
```
109
Properties=species:S:1:pos:R:3:forces:R:3
Na 1.651424 -0.654730 -0.458649 -0.494 -0.255 0.160
C -0.832873 -5.197815 4.850531 -0.079 -0.014 0.042
C 0.525721 -5.374345 4.175155 0.021 0.034 -0.009
C 1.616603 -5.345534 5.254994 0.025 -0.010 0.023
C 0.546210 -6.733370 3.462468 -0.005 -0.066 0.003
C 0.810704 -4.279639 3.153505 0.005 0.014 -0.010
C 2.010769 -4.269446 2.446730 -0.018 0.003 0.009
C 2.237458 -3.273447 1.519453 0.087 -0.010 -0.092
N 1.371771 -2.299705 1.243251 -0.180 0.088 0.166
C 0.217038 -2.283818 1.916685 -0.113 0.007 0.037
C -0.085840 -3.259254 2.868239 0.063 -0.003 -0.044
C -0.770251 -1.186688 1.600577 0.008 -0.059 0.149
C -1.946901 -1.037480 2.336319 0.033 0.090 -0.066
C -2.853300 -0.033596 2.014184 0.014 -0.058 0.018
C -2.538861 0.769950 0.923182 0.025 0.055 -0.032
C -1.347321 0.569064 0.256100 0.073 0.078 -0.037
N -0.470252 -0.373015 0.590410 0.080 -0.196 -0.003
C -4.130524 0.220432 2.805339 0.057 0.001 0.007
C -4.284919 -0.741310 3.981788 -0.013 -0.036 0.071
C -4.082356 1.657644 3.342225 -0.016 0.070 -0.016
C -5.337781 0.059377 1.873553 -0.056 -0.002 -0.051
H -0.980826 -6.000207 5.575469 0.004 0.009 -0.020
H -1.655569 -5.248196 4.133444 0.027 -0.005 -0.002
H -0.904957 -4.251625 5.391894 0.038 -0.008 -0.019
H 1.425231 -6.124632 5.995947 0.002 0.013 -0.017
H 1.634465 -4.382608 5.769533 -0.009 -0.013 -0.016
H 2.607156 -5.522203 4.833486 -0.021 0.006 0.006
H 0.351957 -7.532454 4.181540 0.003 0.023 -0.016
H 1.512136 -6.932238 2.996189 -0.011 0.016 0.011
H -0.219578 -6.781306 2.685356 0.011 0.015 0.017
H 2.768820 -5.025175 2.603500 -0.020 0.005 0.007
H 3.168776 -3.257561 0.961224 -0.051 0.021 0.015
H -1.029035 -3.230075 3.386431 -0.026 0.011 -0.012
H -2.151876 -1.683607 3.173131 0.009 -0.009 0.014
H -3.191382 1.569788 0.597265 0.008 -0.036 0.030
H -1.067083 1.211371 -0.572483 -0.008 -0.048 0.016
H -3.460944 -0.652229 4.694102 -0.009 0.023 -0.035
H -4.347244 -1.782089 3.654332 -0.004 0.025 -0.015
H -5.206752 -0.510208 4.518353 0.008 -0.003 -0.016
H -3.205990 1.818267 3.973334 -0.007 -0.017 0.007
H -4.978745 1.869580 3.929612 0.010 -0.011 -0.006
H -4.033121 2.384284 2.528602 0.000 -0.028 0.026
H -5.390515 -0.953951 1.469132 0.012 0.013 0.017
H -5.293010 0.753941 1.032895 0.002 -0.014 0.027
H -6.262596 0.255733 2.420455 0.023 0.001 0.004
C -1.308865 -3.243118 -1.387399 0.025 0.054 0.014
O -0.226875 -2.462253 -1.858850 -0.057 -0.037 0.114
C 0.063763 -2.556015 -3.184132 0.036 0.016 -0.167
C -0.604617 -3.375047 -4.072014 -0.070 -0.040 0.056
C -0.203014 -3.378016 -5.404522 0.054 0.043 0.031
Br -1.129870 -4.506566 -6.612907 -0.006 -0.013 -0.042
C 0.834708 -2.602264 -5.851422 -0.076 -0.010 0.061
C 1.519516 -1.770109 -4.950438 0.030 -0.018 -0.105
C 1.125492 -1.739191 -3.617198 -0.004 -0.085 0.124
O 1.739870 -1.003692 -2.656958 0.261 0.287 -0.253
C 2.649761 -0.995327 -5.503273 0.014 -0.037 0.033
N 3.021133 -1.081677 -6.757212 0.019 0.041 0.012
C 4.097852 -0.221672 -6.879636 -0.107 -0.107 -0.026
C 4.878637 0.088199 -7.994813 -0.023 -0.029 0.009
C 5.899399 1.002302 -7.832162 0.002 0.007 -0.011
C 6.149362 1.607661 -6.588521 0.046 0.035 0.005
C 5.389831 1.312387 -5.474206 -0.028 -0.028 0.000
C 4.365952 0.384889 -5.648373 -0.037 0.039 0.185
N 3.433833 -0.138585 -4.779604 0.049 0.051 -0.066
H -1.116262 -4.310587 -1.527088 -0.015 0.008 0.009
H -2.240783 -2.970918 -1.891645 0.017 -0.017 0.009
H -1.399145 -3.025427 -0.325850 -0.002 -0.016 -0.013
H -1.425463 -4.002272 -3.756473 0.034 0.021 -0.026
H 1.145151 -2.618592 -6.884164 0.044 0.029 -0.025
H 1.651176 0.039626 -2.798656 -0.058 -0.041 -0.060
H 4.676362 -0.380024 -8.949713 0.015 0.018 0.016
H 6.522570 1.265816 -8.677735 -0.015 -0.007 0.016
H 6.956508 2.324680 -6.503912 -0.012 -0.013 -0.008
H 5.578431 1.782062 -4.516645 -0.003 -0.017 -0.026
H 3.286608 0.139130 -3.823976 -0.004 0.006 -0.039
O 4.072576 -0.856334 -0.266113 0.216 0.240 -0.442
C 4.295385 -0.277154 -1.213277 0.151 -0.195 0.344
C -3.481922 5.428921 2.917704 -0.074 0.070 -0.008
C -2.120084 4.790744 2.894833 0.010 -0.033 -0.044
C -1.411557 4.642682 4.080035 0.010 0.005 0.057
C -0.149658 4.065972 4.083490 0.004 -0.018 -0.006
C 0.424815 3.672481 2.890486 0.007 -0.021 -0.049
C -0.269301 3.818048 1.687681 0.015 0.011 -0.038
N 0.339890 3.360831 0.508261 0.014 0.107 -0.071
C 0.579470 4.121378 -0.632569 0.039 -0.137 -0.002
C 0.268287 5.479207 -0.695961 0.004 0.111 -0.049
C 0.482530 6.197333 -1.862314 -0.019 0.056 0.087
C 1.009594 5.587871 -2.989800 0.020 -0.091 -0.040
C 1.333353 4.240631 -2.929292 -0.038 0.046 -0.070
C 1.138627 3.499203 -1.772246 0.069 -0.013 0.189
C 1.574945 2.060573 -1.761826 -0.030 0.045 -0.166
O 1.578009 1.459224 -2.879683 0.048 0.073 0.191
O 1.916423 1.527754 -0.672934 -0.054 0.073 -0.170
C -1.570043 4.340906 1.684935 0.010 0.055 0.115
C -2.386222 4.398672 0.425716 -0.095 -0.008 -0.090
H -3.706473 5.825290 3.907322 0.016 -0.006 -0.005
H -4.276056 4.724420 2.658266 0.023 -0.040 -0.008
H -3.548047 6.250716 2.200944 0.010 -0.010 0.018
H -1.852763 4.984915 5.009563 0.006 -0.003 -0.029
H 0.395892 3.948626 5.012104 -0.019 0.011 -0.023
H 1.428000 3.261735 2.863037 -0.030 0.009 0.021
H 0.995697 2.594531 0.587372 0.001 -0.110 0.058
H -0.127397 5.977863 0.180865 0.042 -0.038 -0.041
H 0.239946 7.253568 -1.878872 0.002 -0.021 -0.010
H 1.170782 6.149867 -3.900161 0.001 -0.005 0.023
H 1.745931 3.728831 -3.789096 -0.003 0.019 0.005
H -2.416868 5.401520 -0.010709 0.005 -0.022 0.047
H -3.421397 4.109032 0.622102 0.015 -0.010 0.008
H -1.979218 3.738867 -0.339146 -0.013 -0.015 0.022
```
Forces are in eV/Å.

## Properties
E_tot = -5245.00088 a.u.
LUMO = -0.0126 Eh
energy relative to the best compared isomer or geometry (same formula, charge and spin) = 0.0 kJ/mol
HOMO = -7.51 eV
frontier orbital gap = 7.17 eV
multiplicity = 1



Here is C48H49MnN10S as an isolated structure from the Open Molecules 2025 dataset. Energies are from ωB97M-V with the def2-TZVPD basis set.

Structure (XYZ):
```
109
Properties=species:S:1:pos:R:3:forces:R:3
Mn 0.204202 0.013388 0.431505 0.737 -0.161 -0.234
C 7.326695 1.423425 0.777969 0.045 0.006 -0.019
C 5.879980 1.131108 1.058571 -0.034 -0.038 -0.032
C 5.193120 1.781762 2.082960 0.014 0.026 0.014
C 3.853446 1.557190 2.307562 -0.021 -0.035 -0.042
C 3.098355 0.636402 1.552795 0.083 0.041 -0.144
N 1.747616 0.435530 1.806506 -0.020 0.107 -0.085
C 1.417427 0.385872 3.149431 -0.063 0.025 0.097
C 2.214015 -0.270887 4.110316 -0.061 0.032 0.049
C 1.795140 -0.456163 5.409587 0.068 -0.037 -0.033
C 0.544901 -0.016766 5.848054 -0.076 0.033 -0.008
C 0.059636 -0.311206 7.240065 -0.028 -0.009 0.025
C -0.233439 0.679751 4.940838 0.074 -0.006 0.011
C 0.212272 0.914299 3.641779 0.259 -0.108 -0.051
N -0.543990 1.801446 2.832038 -0.139 0.071 0.013
C -1.193869 2.901851 3.264361 0.014 -0.014 -0.060
C -1.792906 3.484521 2.169518 0.014 0.007 0.073
C -1.435346 2.663807 1.099921 0.012 -0.006 -0.044
N -0.675526 1.649873 1.505263 -0.254 -0.206 -0.002
C 3.809197 -0.014177 0.531121 -0.100 0.086 0.218
C 5.155256 0.248020 0.279277 -0.031 0.034 0.073
N 3.157710 -0.952328 -0.326562 0.144 0.314 -0.116
C 3.753595 -1.966409 -0.986460 -0.015 0.067 -0.002
C 2.929840 -2.325477 -2.026549 0.021 -0.004 -0.034
C 1.841980 -1.452509 -1.924884 0.043 -0.054 0.145
N 1.972862 -0.628298 -0.886196 -0.241 -0.607 0.063
H 7.890411 1.542058 1.703322 0.000 -0.001 0.004
H 7.438094 2.347590 0.206880 0.007 0.002 0.002
H 7.789423 0.621517 0.203383 0.001 0.002 -0.008
H 5.718149 2.497963 2.704748 0.008 0.001 0.001
H 3.351335 2.099951 3.098095 -0.028 -0.014 0.009
H 3.176854 -0.656394 3.802582 -0.003 -0.014 -0.018
H 2.444038 -0.983180 6.100035 0.001 -0.009 0.003
H 0.870213 -0.237972 7.964943 0.007 0.008 0.000
H -0.345275 -1.324338 7.313069 0.002 -0.002 0.007
H -0.725492 0.381226 7.543963 -0.007 -0.001 -0.002
H -1.201422 1.066673 5.240518 -0.012 0.000 0.013
H -1.142747 3.195807 4.297390 -0.017 0.031 0.006
H -2.378159 4.386213 2.147136 -0.008 0.005 0.005
H -1.711904 2.759508 0.062511 0.024 -0.024 0.001
H 5.633836 -0.244799 -0.557925 0.029 0.003 -0.008
H 4.713622 -2.336870 -0.672039 0.010 -0.020 -0.018
H 3.089065 -3.103635 -2.751153 0.008 -0.009 -0.005
H 0.972589 -1.403891 -2.557827 -0.038 -0.027 0.030
C -2.588805 4.374006 -4.113001 -0.001 0.028 0.006
C -1.062440 4.216639 -4.126302 0.003 0.007 -0.018
C -0.426375 5.586397 -3.887316 -0.004 -0.007 0.018
C -0.611633 3.693827 -5.498899 -0.017 -0.011 0.011
C -0.643529 3.206340 -3.066758 0.062 -0.046 0.001
C 0.367955 3.449657 -2.143278 -0.091 -0.011 -0.027
C 0.674976 2.489926 -1.196108 0.123 -0.039 0.062
N 0.065866 1.309786 -1.131798 0.015 0.423 -0.125
C -0.861605 1.021601 -2.060551 0.013 0.189 0.047
C -1.249216 1.950271 -3.012279 0.049 -0.007 -0.005
C -1.364005 -0.368864 -2.001727 0.079 -0.200 0.001
C -2.103170 -0.945004 -3.027051 -0.012 0.020 0.030
C -2.410659 -2.299131 -2.997095 0.030 -0.035 0.057
C -1.918240 -3.020184 -1.909786 0.006 0.012 -0.022
C -1.194892 -2.382197 -0.924051 -0.114 -0.011 0.115
N -0.932811 -1.075473 -0.943925 -0.274 0.393 -0.408
C -3.215899 -2.997171 -4.082448 -0.026 -0.018 -0.027
C -3.659591 -2.033459 -5.181852 -0.007 0.010 0.008
C -2.353956 -4.100289 -4.714003 -0.005 0.008 0.016
C -4.462561 -3.622836 -3.438443 0.010 0.008 -0.018
H -2.882988 5.152619 -4.817458 -0.003 -0.006 -0.014
H -2.945494 4.662513 -3.122644 -0.004 0.013 0.005
H -3.099777 3.457369 -4.408786 -0.005 -0.012 0.013
H -0.795489 6.292390 -4.631175 -0.002 -0.007 -0.012
H 0.659782 5.552211 -3.982250 0.007 -0.003 0.007
H -0.677036 5.980593 -2.900663 -0.005 0.007 0.000
H -0.894812 4.402832 -6.277989 -0.005 0.010 -0.002
H -1.075569 2.734333 -5.733259 0.000 -0.010 0.002
H 0.471226 3.565303 -5.531089 0.006 0.000 -0.004
H 0.907420 4.383982 -2.127516 0.003 0.014 0.000
H 1.429916 2.667710 -0.438966 -0.009 -0.002 0.010
H -2.022608 1.696588 -3.722622 -0.003 -0.010 -0.006
H -2.410777 -0.339527 -3.865219 -0.001 0.018 0.008
H -2.087489 -4.084013 -1.820497 0.000 -0.012 -0.006
H -0.808219 -2.936049 -0.079690 0.007 0.023 0.012
H -2.808145 -1.574281 -5.687830 0.007 0.002 -0.003
H -4.304728 -1.243343 -4.792388 0.000 0.011 0.004
H -4.228689 -2.580849 -5.933065 -0.007 -0.005 -0.001
H -1.458578 -3.681121 -5.175868 0.007 0.005 -0.004
H -2.924542 -4.617424 -5.486157 -0.009 -0.002 -0.008
H -2.042106 -4.841474 -3.978122 0.005 -0.006 0.005
H -5.069744 -2.863590 -2.942614 -0.009 0.007 -0.002
H -4.198303 -4.381922 -2.702196 0.003 -0.002 0.015
H -5.073916 -4.100568 -4.204691 -0.001 -0.009 -0.011
N -1.396138 -2.352429 3.554462 -0.081 -0.012 -0.002
C -0.131478 -2.899188 3.578231 0.121 0.002 -0.081
C 0.484252 -3.786268 4.452207 -0.007 -0.001 0.025
C 1.776777 -4.155001 4.141970 -0.023 -0.028 0.052
C 2.422808 -3.666199 2.997375 0.054 0.028 -0.057
C 1.807851 -2.775882 2.142131 -0.028 0.035 0.047
C 0.511734 -2.375608 2.453862 -0.125 -0.117 0.065
N -0.348701 -1.504482 1.788428 -0.149 -0.034 0.543
C -1.481162 -1.542516 2.471225 0.068 0.025 -0.221
C -2.746423 -0.901698 2.099059 -0.046 0.086 -0.042
C -3.948283 -1.102045 2.721784 0.113 0.070 -0.052
S -5.177772 -0.243835 1.911131 0.079 -0.033 0.036
C -4.008397 0.320581 0.787959 -0.071 0.057 0.107
N -2.799387 -0.081298 0.998556 -0.128 -0.309 0.013
H -2.119307 -2.499684 4.235665 0.007 0.002 -0.001
H -0.019392 -4.173330 5.327943 -0.011 0.002 0.001
H 2.301092 -4.844719 4.789585 -0.001 0.000 0.005
H 3.433038 -3.993525 2.789629 0.004 0.006 -0.015
H 2.307421 -2.380229 1.273535 0.035 -0.011 -0.038
H -4.169759 -1.708075 3.584458 -0.036 0.001 0.007
H -4.282319 0.985884 -0.018175 -0.029 -0.002 -0.018
```
Forces are in eV/Å.

## Properties
E_tot = -3955.17393 a.u.
LUMO (spin up / spin down) = -0.0913 / -0.0917 Eh
energy relative to the best compared isomer or geometry (same formula, charge and spin) = 127.9 kJ/mol
HOMO (spin up / spin down) = -8.50 / -8.48 eV
frontier orbital gap (spin up / spin down) = 6.02 / 5.98 eV
multiplicity = 2
charge = +1